[1]
# C6H6NO5S2

A gas-phase ion, C6H6NO5S2 (charge -1) at a distorted geometry (the ωB97M-V functional and the def2-TZVPD basis, OMol25).

Values from the calculation:
**Net charge**: -1
**2S+1**: 1
**Frontier orbital gap**: 7.05 eV
**HOMO level**: -4.991 eV
**Relative energy (zero: lowest compared OMol25 entry of this formula, charge and spin)**: 50.6 kcal/mol

XYZ file:
```
20
C6H6NO5S2 | OMol25 | the ωB97M-V functional and the def2-TZVPD basis
C -0.409 -0.582 0.145
C 0.760 -0.072 0.424
C -2.472 1.240 -0.782
C 4.242 0.156 -0.216
C -2.369 0.121 0.215
C 2.025 -0.818 0.064
N -2.891 0.414 1.448
O -1.619 1.220 -1.801
O 4.908 0.776 -1.014
O -3.313 2.097 -0.663
O 4.462 -0.326 0.877
O 2.844 -0.049 -0.730
S -0.851 -2.122 -0.580
S -2.858 -1.507 -0.553
H 0.877 0.905 0.862
H 1.751 -1.758 -0.449
H 2.570 -1.067 0.994
H -3.523 1.206 1.436
H -0.934 0.536 -1.680
H -3.200 -0.369 2.002
```

Atom charges from the natural (NBO) analysis, given in e for atoms 1 to 6: -0.207 -0.269 0.736 0.959 -0.004 -0.094

***

[2]
# C4H6FNS

C4H6FNS in the gas phase at a distorted geometry (the ωB97M-V functional and the def2-TZVPD basis, OMol25).

Values from the calculation:
**SMILES string**: FCC(=S)N1CC1
**Net charge**: 0
**2S+1**: 1
**Frontier orbital gap**: 8.92 eV
**HOMO level**: -8.559 eV
**Relative energy (zero: lowest compared OMol25 entry of this formula, charge and spin)**: 46.1 kcal/mol

XYZ file:
```
13
C4H6FNS | OMol25 | the ωB97M-V functional and the def2-TZVPD basis
C 0.841 1.765 -0.190
C 1.001 0.214 -0.116
C -0.533 -1.748 -0.050
C -1.433 -0.543 0.202
H 1.033 2.090 -1.198
H 1.578 2.147 0.571
H -0.107 -2.128 0.866
H -0.562 -2.450 -0.838
H -2.306 -0.393 -0.420
H -1.504 -0.253 1.295
N -0.127 -0.366 -0.400
F -0.390 2.122 0.171
S 2.508 -0.457 0.107
```

Atom charges from the natural (NBO) analysis, given in e for atoms 1 to 6: 0.000 0.114 -0.239 -0.201 0.185 0.188

***

[3]
# C2H7N2O

2 unconnected molecules or ions with the total composition C2H7N2O at a distorted geometry (the ωB97M-V functional and the def2-TZVPD basis, OMol25).

Values from the calculation:
**Net charge**: -1
**2S+1**: 1
**Frontier orbital gap**: 6.76 eV
**HOMO level**: -2.352 eV
**Relative energy (zero: lowest compared OMol25 entry of this formula, charge and spin)**: 26.7 kcal/mol

XYZ file:
```
12
C2H7N2O | OMol25 | the ωB97M-V functional and the def2-TZVPD basis
C -1.171 1.485 -0.415
O -2.193 0.664 -0.105
H -0.478 1.069 -1.195
H -0.531 1.727 0.472
H -1.525 2.446 -0.833
N 1.683 -0.384 0.096
C 0.557 -1.112 0.416
N 0.571 -2.245 0.991
H 1.399 0.506 -0.272
H 2.457 -0.951 -0.207
H -0.363 -0.705 -0.046
H -0.406 -2.499 1.098
```

Atom charges from the natural (NBO) analysis, given in e for atoms 1 to 6: -0.206 -0.976 0.051 0.071 0.093 -0.867

***

[4]
# C21H29N2S

2 unconnected molecules or ions with the total composition C21H29N2S at a distorted geometry (the ωB97M-V functional and the def2-TZVPD basis, OMol25).

Values from the calculation:
**Net charge**: +1
**2S+1**: 1
**Frontier orbital gap**: 5.53 eV
**HOMO level**: -10.562 eV
**Relative energy (zero: lowest compared OMol25 entry of this formula, charge and spin)**: 77.8 kcal/mol

XYZ file:
```
53
C21H29N2S | OMol25 | the ωB97M-V functional and the def2-TZVPD basis
C -2.021 -3.201 3.108
S -0.628 -2.331 2.382
C 0.699 -3.238 3.174
H -2.846 -2.489 3.229
H -2.341 -4.016 2.447
H -1.724 -3.594 4.085
H 1.536 -2.544 3.317
H 0.353 -3.608 4.143
H 1.014 -4.071 2.533
C -6.816 0.772 0.268
N -6.085 0.074 -0.770
C -6.663 0.218 -2.089
C -4.754 -0.315 -0.577
C -4.437 -1.642 -0.188
C -3.123 -2.013 0.039
C -2.055 -1.100 -0.133
C -0.672 -1.529 -0.018
C 0.407 -0.627 -0.183
C 1.741 -0.926 -0.024
C 2.812 -0.010 -0.313
C 4.162 -0.446 -0.252
C 5.212 0.414 -0.505
C 4.973 1.773 -0.836
N 6.038 2.657 -1.028
C 6.558 2.984 -2.340
C 6.490 3.550 0.020
C 3.633 2.211 -0.941
C 2.580 1.346 -0.684
C -2.395 0.244 -0.423
C -3.700 0.613 -0.711
H -6.312 0.633 1.230
H -6.893 1.847 0.044
H -7.832 0.361 0.325
H -6.072 -0.325 -2.834
H -7.680 -0.190 -2.072
H -6.733 1.276 -2.382
H -5.255 -2.357 -0.086
H -2.907 -3.034 0.367
H -0.465 -2.605 -0.101
H 0.173 0.398 -0.469
H 2.018 -1.914 0.353
H 4.358 -1.493 -0.010
H 6.247 0.071 -0.456
H 6.181 2.276 -3.086
H 6.277 4.007 -2.632
H 7.656 2.934 -2.319
H 6.062 3.246 0.982
H 7.587 3.509 0.084
H 6.201 4.590 -0.197
H 3.436 3.244 -1.231
H 1.562 1.721 -0.776
H -1.625 1.017 -0.427
H -3.930 1.630 -1.036
```

Atom charges from the natural (NBO) analysis, given in e for atoms 1 to 6: -0.743 0.276 -0.745 0.244 0.220 0.240

***

[5]
# C2H4N4S

C2H4N4S in the gas phase at a distorted geometry (the ωB97M-V functional and the def2-TZVPD basis, OMol25).

Values from the calculation:
**Net charge**: 0
**2S+1**: 1
**Frontier orbital gap**: 8.57 eV
**HOMO level**: -8.762 eV
**Relative energy (zero: lowest compared OMol25 entry of this formula, charge and spin)**: 98.9 kcal/mol

XYZ file:
```
11
C2H4N4S | OMol25 | the ωB97M-V functional and the def2-TZVPD basis
C -0.757 0.689 3.052
C 0.157 0.604 -0.320
N -1.911 0.110 2.663
N 0.047 0.885 2.050
N -2.226 -0.330 1.607
N -0.209 0.302 0.970
S 1.134 -0.796 -1.118
H -0.608 1.187 3.985
H -0.741 0.666 -0.941
H 0.969 1.290 -0.199
H 2.243 -0.442 -0.450
```

Atom charges from the natural (NBO) analysis, given in e for atoms 1 to 6: -0.041 -0.334 -0.083 -0.109 0.066 -0.241

***

[6]
# C3H8N4S

C3H8N4S in the gas phase at a distorted geometry (the ωB97M-V functional and the def2-TZVPD basis, OMol25).

Values from the calculation:
**SMILES string**: [H]/N=C(\C/C=N/S)NN
**Net charge**: 0
**2S+1**: 1
**Frontier orbital gap**: 9.67 eV
**HOMO level**: -8.804 eV
**Relative energy (zero: lowest compared OMol25 entry of this formula, charge and spin)**: 56.0 kcal/mol

XYZ file:
```
16
C3H8N4S | OMol25 | the ωB97M-V functional and the def2-TZVPD basis
C 1.228 0.374 -0.339
C 0.190 0.618 0.845
C -1.212 0.205 0.514
H 0.653 -2.415 -0.975
H 1.740 -2.806 0.133
H 2.623 -1.007 -1.027
H 0.815 2.068 -0.982
H 0.372 0.001 1.767
H 0.247 1.606 1.204
H -1.549 -0.752 0.122
H -3.950 1.967 -0.163
N 1.151 -2.054 -0.140
N 1.916 -0.879 -0.315
N 1.493 1.234 -1.161
N -2.094 1.145 0.595
S -3.622 0.695 -0.079
```

Atom charges from the natural (NBO) analysis, given in e for atoms 1 to 6: 0.449 -0.528 0.099 0.335 0.356 0.363

***

[7]
# C4H25N3O6

7 unconnected molecules or ions with the total composition C4H25N3O6 at a distorted geometry (the ωB97M-V functional and the def2-TZVPD basis, OMol25).

Values from the calculation:
**SMILES string**: C[C@@H](N)CNCN.O.O.O.O.O.O
**Net charge**: 0
**2S+1**: 1
**Frontier orbital gap**: 9.20 eV
**HOMO level**: -8.770 eV
**Relative energy (zero: lowest compared OMol25 entry of this formula, charge and spin)**: 0.0 kcal/mol

XYZ file:
```
38
C4H25N3O6 | OMol25 | the ωB97M-V functional and the def2-TZVPD basis
C 0.241 1.478 1.225
N -0.559 0.296 0.960
C -1.794 0.138 1.644
N -2.871 -0.237 0.754
C 1.700 1.355 0.782
C 2.334 0.019 1.248
N 1.913 1.609 -0.638
H 0.321 1.527 2.305
H -0.173 2.449 0.914
H -0.514 -0.007 0.000
H -2.089 1.000 2.249
H -1.734 -0.628 2.448
H -2.670 -1.039 0.190
H -3.769 -0.200 1.215
H 2.239 2.093 1.331
H 3.300 -0.053 0.739
H 2.463 -0.036 2.328
H 1.689 -0.791 0.905
H 1.722 0.807 -1.224
H 2.811 2.031 -0.774
H 0.060 3.041 -1.196
H -1.313 2.471 -0.891
O -0.884 3.218 -1.325
H 1.444 -0.295 -3.676
H 0.379 -0.247 -2.508
O 1.251 -0.580 -2.777
H -1.875 0.182 -3.324
H -1.435 1.532 -2.786
O -1.086 0.708 -3.145
H -1.575 -2.806 0.683
H -0.695 -3.287 -0.407
O -1.609 -2.996 -0.264
H 2.150 -2.943 -1.004
H 1.330 -2.130 -1.928
O 1.232 -2.873 -1.295
H 0.558 -2.119 3.860
H -0.164 -0.818 3.315
O 0.333 -1.207 4.041
```

Atom charges from the natural (NBO) analysis, given in e for atoms 1 to 6: -0.224 -0.678 -0.025 -0.874 -0.052 -0.634

***

[8]
# C19H22N4

C19H22N4 in the gas phase at a distorted geometry (the ωB97M-V functional and the def2-TZVPD basis, OMol25).

Values from the calculation:
**SMILES string**: Cc1cc(C)nc(N/N=C2/CCCC/C2=C\c2ccccc2)n1
**Net charge**: 0
**2S+1**: 1
**Frontier orbital gap**: 8.38 eV
**HOMO level**: -7.778 eV
**Relative energy (zero: lowest compared OMol25 entry of this formula, charge and spin)**: 6.9 kcal/mol

XYZ file:
```
45
C19H22N4 | OMol25 | the ωB97M-V functional and the def2-TZVPD basis
C -4.363 -3.407 0.567
C -4.115 -1.963 0.262
N -2.862 -1.538 0.335
C -2.646 -0.247 0.061
N -3.565 0.649 -0.280
C -4.817 0.225 -0.352
C -5.150 -1.100 -0.084
H -6.170 -1.446 -0.142
C -5.851 1.235 -0.733
H -5.372 2.195 -0.902
H -6.590 1.333 0.060
H -6.367 0.921 -1.639
N -1.342 0.131 0.131
N -0.954 1.403 -0.014
C 0.269 1.757 0.059
C 1.468 0.923 0.239
C 1.645 -0.243 -0.395
C 2.819 -1.115 -0.323
C 2.633 -2.486 -0.149
C 3.715 -3.342 -0.075
C 5.004 -2.846 -0.194
C 5.200 -1.491 -0.396
C 4.118 -0.631 -0.461
H 4.279 0.418 -0.655
H 6.201 -1.101 -0.509
H 5.850 -3.515 -0.139
H 3.555 -4.400 0.070
H 1.629 -2.878 -0.058
H 0.859 -0.613 -1.044
C 2.462 1.576 1.159
H 1.941 1.812 2.091
C 2.992 2.883 0.539
C 1.990 3.465 -0.464
C 0.557 3.234 0.007
H -0.165 3.712 -0.654
H 0.422 3.664 1.004
H 2.177 4.532 -0.598
H 2.119 2.980 -1.434
H 3.941 2.700 0.031
H 3.182 3.604 1.335
H 3.281 0.899 1.400
H -0.689 -0.596 0.422
H -5.063 -3.499 1.396
H -3.428 -3.892 0.827
H -4.798 -3.902 -0.300
```

Atom charges from the natural (NBO) analysis, given in e for atoms 1 to 6: -0.649 0.284 -0.522 0.562 -0.497 0.291